A | Entry from the OMol25 dataset: the ion C2H3O3Si with charge -1 (ωB97M-V with the def2-TZVPD basis set).

Its LUMO energy is 3.7 eV. As for the total charge: -1. Its SMILES is O=C=C([O-])O[SiH3]. The HOMO-LUMO gap is 0.220 hartree.

Atoms and positions in Å:
C 0.557 -0.736 -0.934
C 1.032 -1.952 -0.476
O 1.383 0.048 -1.479
O 1.030 -3.163 -0.642
O -0.680 0.026 -0.382
Si -0.758 1.141 0.801
H 0.315 2.098 0.697
H -0.919 0.465 2.081
H -1.960 2.072 0.334

Atomic partial charges in e from the Löwdin method, atoms 1 to 6: number 1, C, carries -0.50; number 2, C, carries -0.20; number 3, O, carries -0.11; number 4, O, carries -0.06; number 5, O, carries -0.36; number 6, Si, carries 0.47

B | Entry from the OMol25 dataset: the ion C2H3O3Si with charge -1 (ωB97M-V with the def2-TZVPD basis set).

Its LUMO energy is 4.0 eV. As for the total charge: -1. The HOMO-LUMO gap is 0.312 hartree.

Atoms and positions in Å:
C -1.353 0.137 -0.690
C -0.149 -0.773 -0.627
O -2.352 0.140 -1.417
O -1.117 1.096 0.083
O 0.234 -1.585 -1.447
Si 0.737 0.123 0.773
H 1.386 1.210 -0.039
H 1.980 -0.671 1.095
H 0.635 0.323 2.268

Atomic partial charges in e from the Löwdin method, atoms 1 to 6: number 1, C, carries -0.73; number 2, C, carries -0.45; number 3, O, carries -0.01; number 4, O, carries -0.12; number 5, O, carries 0.03; number 6, Si, carries 0.54

Relative to the most stable one, in kJ/mol, the structures come out at A 132.2; B 0.0.

A | Entry from the OMol25 dataset: the ion C4H7N2 with charge +1 (ωB97M-V with the def2-TZVPD basis set).

Its LUMO energy (alpha / beta) is -3.0 / -9.4 eV. As for the multiplicity: 3. As for the total charge: +1. The HOMO-LUMO gap (alpha / beta) is 0.374 / 0.260 hartree.

Atoms and positions in Å:
C -1.114 1.130 0.503
C -0.157 1.455 -0.599
C 1.214 -1.911 0.289
C -0.679 0.021 -0.359
N 1.294 -0.663 1.004
N 0.464 -0.752 0.094
H -0.508 1.345 1.437
H -2.156 1.289 0.521
H -0.501 1.882 -1.601
H 0.781 1.591 -0.282
H 1.911 -2.045 -0.485
H 0.731 -2.747 0.658
H -1.280 -0.595 -1.181

Atomic partial charges in e from the Löwdin method, atoms 1 to 6: number 1, C, carries -0.04; number 2, C, carries 0.03; number 3, C, carries 0.03; number 4, C, carries -0.12; number 5, N, carries 0.21; number 6, N, carries -0.13

B | Entry from the OMol25 dataset: a cluster of 2 separate species, C4H7N2 in total (ωB97M-V with the def2-TZVPD basis set).

Its LUMO energy (alpha / beta) is -4.2 / -7.7 eV. As for the multiplicity: 3. As for the total charge: +1. The HOMO-LUMO gap (alpha / beta) is 0.365 / 0.245 hartree.

Atoms and positions in Å:
C 0.110 0.512 0.734
C -0.948 0.838 2.650
C 0.227 1.395 1.902
C 0.677 -1.495 -1.837
N -1.066 0.673 1.204
N 0.823 -0.200 -1.491
H -0.858 -0.076 3.211
H -1.701 1.601 2.990
H 0.277 2.476 1.866
H -0.265 -1.990 -1.882
H 1.315 -1.693 -2.708
H 1.327 -2.285 -1.339
H 1.667 0.147 -1.064

Atomic partial charges in e from the Löwdin method, atoms 1 to 6: number 1, C, carries 0.08; number 2, C, carries -0.05; number 3, C, carries 0.01; number 4, C, carries -0.16; number 5, N, carries 0.10; number 6, N, carries 0.18

Relative to the most stable one, in kJ/mol, the structures come out at A 0.0; B 91.6.

A | Entry from the OMol25 dataset: a structure of composition C48H120BCdF4N8O4S (ωB97M-V with the def2-TZVPD basis set).

Its LUMO energy is 2.2 eV. As for the total charge: -1. The HOMO-LUMO gap is 0.286 hartree.

Atoms and positions in Å:
Cd 0.080 -2.361 -0.571
S -0.748 -3.106 -2.863
O -0.950 -2.303 -4.036
O -1.098 -4.490 -3.150
O 0.617 -2.934 -2.393
O -1.470 -2.620 -1.662
B 0.846 -0.437 0.116
F -0.396 -0.774 0.668
F 0.619 -0.416 -1.234
F 1.331 0.714 0.659
F 1.644 -1.460 0.305
C 0.174 0.218 3.905
C -1.351 0.455 4.257
N -1.820 -0.181 5.505
C -1.729 -1.666 5.447
C -1.674 -2.298 6.782
C -3.249 0.096 5.690
C -3.584 1.602 5.856
H 0.455 0.839 3.054
H 0.536 -0.786 3.684
H 0.733 0.611 4.754
H -1.441 1.521 4.468
H -2.043 0.202 3.454
H -0.814 -2.007 4.964
H -2.512 -2.135 4.851
H -1.792 -3.377 6.689
H -2.460 -2.001 7.476
H -0.769 -1.981 7.302
H -3.889 -0.231 4.870
H -3.546 -0.371 6.629
H -2.962 1.925 6.691
H -3.299 2.177 4.975
H -4.648 1.753 6.039
C 1.407 7.426 -0.917
C 0.738 6.050 -1.014
N 1.231 5.064 -0.046
C 0.749 3.731 -0.452
C 1.530 3.262 -1.722
C 0.788 5.405 1.336
C 1.616 4.533 2.377
H 0.868 8.098 -1.584
H 2.456 7.420 -1.214
H 1.199 7.813 0.081
H -0.328 6.157 -0.814
H 0.726 5.723 -2.054
H 1.016 2.949 0.258
H -0.321 3.812 -0.643
H 1.169 3.789 -2.605
H 2.608 3.421 -1.691
H 1.372 2.186 -1.802
H -0.274 5.258 1.533
H 0.984 6.435 1.635
H 1.350 3.477 2.333
H 1.523 4.890 3.403
H 2.677 4.660 2.163
C 2.144 -4.828 -0.284
C 0.663 -5.065 -0.025
N 0.043 -3.966 0.773
C 0.657 -3.649 2.050
C 0.683 -4.784 3.095
C -1.378 -4.376 0.946
C -2.306 -3.426 1.737
H 2.706 -4.574 0.615
H 2.291 -3.960 -0.926
H 2.486 -5.694 -0.850
H 0.156 -5.145 -0.987
H 0.522 -6.025 0.471
H 1.705 -3.374 1.928
H 0.167 -2.785 2.498
H 1.379 -4.574 3.907
H -0.323 -4.862 3.507
H 0.987 -5.728 2.642
H -1.371 -5.360 1.415
H -1.860 -4.469 -0.028
H -2.428 -2.467 1.232
H -1.946 -3.270 2.754
H -3.245 -3.973 1.812
C -1.052 3.243 -6.066
C 0.212 2.476 -5.594
N 0.478 1.152 -6.201
C 1.777 0.600 -5.629
C 1.655 -0.031 -4.224
C 0.399 1.359 -7.673
C 0.919 0.197 -8.543
H -1.566 3.810 -5.290
H -1.862 2.568 -6.345
H -0.781 3.944 -6.856
H 1.080 3.131 -5.673
H 0.136 2.230 -4.535
H 2.084 -0.220 -6.279
H 2.550 1.367 -5.592
H 2.642 -0.379 -3.920
H 1.216 0.646 -3.492
H 1.000 -0.902 -4.197
H 0.982 2.255 -7.888
H -0.640 1.550 -7.940
H 0.653 0.383 -9.584
H 0.407 -0.747 -8.358
H 1.995 0.053 -8.441
C -2.599 2.019 1.270
C -4.024 1.856 1.756
N -4.819 3.111 1.780
C -4.194 4.108 2.599
C -5.037 5.381 2.672
C -6.188 2.707 2.106
C -6.399 2.252 3.531
H -2.594 2.638 0.373
H -2.117 1.067 1.048
H -1.899 2.478 1.968
H -4.468 1.160 1.045
H -4.042 1.355 2.724
H -3.241 4.278 2.099
H -4.026 3.694 3.593
H -5.909 5.224 3.307
H -5.369 5.742 1.698
H -4.446 6.174 3.132
H -6.869 3.489 1.769
H -6.510 1.851 1.512
H -6.062 2.943 4.303
H -7.439 1.965 3.689
H -5.828 1.333 3.664
C -2.193 0.613 -2.663
C -3.487 1.017 -3.364
N -4.007 -0.010 -4.263
C -5.185 0.575 -4.982
C -4.818 1.618 -6.073
C -4.377 -1.225 -3.508
C -4.626 -2.438 -4.483
H -1.414 0.258 -3.337
H -2.166 -0.202 -1.939
H -1.809 1.464 -2.101
H -4.283 1.320 -2.684
H -3.177 1.903 -3.920
H -5.700 -0.233 -5.500
H -5.957 0.968 -4.320
H -5.754 1.853 -6.579
H -4.478 2.547 -5.615
H -4.072 1.164 -6.726
H -5.241 -1.187 -2.844
H -3.541 -1.563 -2.896
H -5.653 -2.467 -4.850
H -4.380 -3.370 -3.974
H -3.967 -2.332 -5.345
C 4.491 -4.258 3.598
C 4.188 -3.429 4.827
N 3.142 -2.434 4.606
C 3.437 -1.426 3.538
C 4.698 -0.674 3.801
C 2.590 -1.833 5.799
C 2.022 -2.924 6.769
H 4.803 -3.699 2.715
H 3.654 -4.888 3.298
H 5.322 -4.900 3.891
H 3.925 -4.212 5.539
H 5.086 -3.017 5.288
H 3.368 -1.863 2.542
H 2.625 -0.700 3.495
H 4.526 -0.125 4.727
H 5.554 -1.347 3.853
H 4.947 0.022 3.001
H 1.812 -1.129 5.503
H 3.335 -1.263 6.354
H 2.744 -3.456 7.388
H 1.470 -3.623 6.142
H 1.350 -2.473 7.499
C 5.679 -3.673 -3.681
C 5.509 -2.155 -3.836
N 5.682 -1.509 -2.558
C 4.569 -1.933 -1.657
C 4.858 -1.555 -0.200
C 6.066 -0.093 -2.706
C 5.010 0.859 -3.099
H 5.623 -4.123 -4.672
H 4.841 -4.190 -3.214
H 6.610 -3.946 -3.184
H 6.266 -1.925 -4.586
H 4.524 -1.988 -4.271
H 3.587 -1.522 -1.894
H 4.374 -3.005 -1.625
H 4.768 -0.490 0.014
H 4.095 -1.968 0.461
H 5.856 -1.903 0.065
H 6.867 0.059 -3.430
H 6.467 0.277 -1.763
H 5.401 1.860 -3.285
H 4.177 0.857 -2.395
H 4.554 0.539 -4.035

Atomic partial charges in e from the Löwdin method, atoms 1 to 6: number 1, Cd, carries 1.48; number 2, S, carries 0.17; number 3, O, carries -0.33; number 4, O, carries -0.36; number 5, O, carries -0.46; number 6, O, carries -0.48

B | Entry from the OMol25 dataset: a structure of composition C48H120BCdF4N8O4S (ωB97M-V with the def2-TZVPD basis set).

Its LUMO energy is 2.2 eV. As for the total charge: -1. The HOMO-LUMO gap is 0.295 hartree.

Atoms and positions in Å:
Cd 0.109 -2.264 1.507
S -1.430 -3.783 2.994
O -1.438 -3.436 1.546
O -2.706 -3.442 3.579
O -1.094 -5.193 3.161
O -0.276 -2.888 3.402
B 0.071 -0.119 0.658
F -0.659 -1.058 -0.148
F -0.008 1.192 0.239
F -0.506 -0.269 1.933
F 1.373 -0.588 0.684
C 4.402 0.742 0.146
C 5.524 1.103 1.132
N 6.849 0.672 0.694
C 7.213 1.099 -0.648
C 7.330 2.622 -0.714
C 7.102 -0.759 0.870
C 7.030 -1.187 2.330
H 4.442 -0.323 -0.089
H 4.415 1.326 -0.771
H 3.444 0.902 0.642
H 5.616 2.174 1.346
H 5.328 0.779 2.153
H 6.576 0.667 -1.434
H 8.202 0.676 -0.843
H 7.716 2.950 -1.686
H 8.085 2.987 -0.018
H 6.393 3.159 -0.580
H 6.448 -1.381 0.237
H 8.111 -0.963 0.500
H 7.397 -2.207 2.457
H 7.668 -0.555 2.950
H 6.011 -1.125 2.709
C 0.371 5.833 5.299
C 0.137 4.767 4.221
N -0.745 5.112 3.130
C -0.301 6.298 2.412
C -1.361 6.849 1.448
C -1.034 3.978 2.264
C -1.853 2.895 2.935
H 0.771 6.752 4.873
H 1.063 5.461 6.058
H -0.541 6.044 5.861
H 1.115 4.490 3.789
H -0.222 3.913 4.792
H -0.100 7.123 3.090
H 0.612 6.048 1.849
H -1.159 7.898 1.221
H -1.357 6.318 0.495
H -2.375 6.824 1.846
H -0.078 3.533 1.926
H -1.500 4.316 1.339
H -2.815 3.336 3.209
H -1.419 2.441 3.824
H -2.045 2.070 2.247
C -6.060 0.673 -2.747
C -5.276 0.985 -4.013
N -4.063 1.773 -3.743
C -3.113 1.046 -2.903
C -1.888 1.831 -2.489
C -3.426 2.074 -5.040
C -4.296 2.972 -5.930
H -5.571 -0.080 -2.135
H -7.045 0.317 -3.062
H -6.247 1.582 -2.175
H -4.925 0.059 -4.499
H -5.964 1.490 -4.687
H -3.677 0.707 -2.032
H -2.773 0.101 -3.362
H -2.144 2.859 -2.218
H -1.349 1.381 -1.654
H -1.135 1.933 -3.278
H -3.273 1.128 -5.584
H -2.454 2.525 -4.853
H -5.037 2.417 -6.498
H -3.662 3.583 -6.577
H -4.803 3.732 -5.330
C 1.937 -5.923 -0.181
C 1.022 -4.784 0.260
N 1.656 -3.515 0.752
C 2.678 -3.100 -0.233
C 2.112 -2.754 -1.613
C 2.400 -3.817 1.992
C 2.877 -2.561 2.731
H 2.485 -5.670 -1.091
H 1.320 -6.801 -0.361
H 2.689 -6.164 0.573
H 0.350 -4.575 -0.575
H 0.371 -5.118 1.070
H 3.197 -2.204 0.108
H 3.485 -3.827 -0.370
H 2.912 -2.485 -2.304
H 1.583 -3.612 -2.032
H 1.413 -1.918 -1.561
H 3.263 -4.470 1.829
H 1.777 -4.341 2.721
H 3.380 -2.796 3.672
H 2.115 -1.833 3.003
H 3.644 -2.007 2.179
C -6.759 -3.349 0.600
C -5.842 -2.143 0.358
N -5.912 -1.154 1.418
C -7.266 -0.686 1.681
C -7.985 0.094 0.560
C -5.037 -0.015 1.155
C -3.585 -0.453 0.923
H -6.560 -4.136 -0.134
H -7.824 -3.131 0.630
H -6.492 -3.881 1.519
H -4.844 -2.565 0.257
H -6.118 -1.703 -0.613
H -7.244 -0.088 2.597
H -7.941 -1.493 1.976
H -7.988 -0.446 -0.384
H -7.472 1.048 0.424
H -8.980 0.361 0.920
H -5.368 0.511 0.249
H -5.001 0.669 2.004
H -2.877 0.375 0.808
H -3.221 -1.031 1.772
H -3.434 -0.946 -0.040
C -0.475 -2.667 -4.966
C -1.326 -3.851 -4.543
N -1.291 -4.012 -3.085
C -1.877 -5.264 -2.620
C -1.020 -6.490 -2.954
C -1.942 -2.875 -2.389
C -3.434 -2.680 -2.656
H -0.869 -1.692 -4.682
H -0.394 -2.665 -6.055
H 0.502 -2.763 -4.489
H -2.367 -3.764 -4.891
H -0.972 -4.795 -4.963
H -1.813 -5.241 -1.524
H -2.955 -5.346 -2.792
H -1.308 -7.380 -2.394
H -1.147 -6.715 -4.017
H 0.022 -6.301 -2.698
H -1.391 -1.955 -2.589
H -1.755 -3.057 -1.337
H -3.700 -2.357 -3.665
H -3.737 -1.838 -2.027
H -4.034 -3.553 -2.412
C 1.812 1.140 -2.484
C 2.759 0.711 -3.611
N 2.843 1.629 -4.755
C 1.642 1.675 -5.566
C 1.266 0.316 -6.168
C 3.234 2.992 -4.392
C 4.530 3.058 -3.571
H 2.067 0.596 -1.575
H 0.757 1.040 -2.739
H 1.974 2.194 -2.249
H 3.754 0.640 -3.168
H 2.497 -0.300 -3.925
H 0.754 2.130 -5.096
H 1.796 2.350 -6.418
H 2.154 -0.111 -6.629
H 0.970 -0.270 -5.295
H 0.408 0.360 -6.835
H 2.436 3.552 -3.888
H 3.400 3.502 -5.345
H 5.346 2.477 -4.003
H 4.318 2.623 -2.595
H 4.869 4.086 -3.453
C 0.765 -1.367 6.111
C 0.559 -0.073 5.332
N 1.644 0.872 5.651
C 1.250 1.608 6.853
C 2.334 2.439 7.524
C 1.869 1.800 4.554
C 2.705 1.156 3.450
H 1.568 -1.925 5.618
H -0.094 -2.034 6.122
H 1.186 -1.224 7.109
H 0.515 -0.311 4.271
H -0.419 0.389 5.529
H 0.460 2.325 6.558
H 0.802 0.944 7.592
H 2.764 3.184 6.859
H 1.893 2.931 8.394
H 3.108 1.782 7.928
H 2.474 2.652 4.884
H 0.982 2.292 4.141
H 3.567 0.653 3.888
H 3.076 1.864 2.706
H 2.056 0.453 2.926

Atomic partial charges in e from the Löwdin method, atoms 1 to 6: number 1, Cd, carries 1.47; number 2, S, carries 0.23; number 3, O, carries -0.52; number 4, O, carries -0.34; number 5, O, carries -0.37; number 6, O, carries -0.49

Relative to the most stable one, in kJ/mol, the structures come out at A 345.4; B 0.0.